Below is a 4-piece molecular cluster, C29H37Br2F6N3O7S4 overall, with properties calculated with ωB97M-V/def2-TZVPD.

The frontier orbital gap is 7.02 eV.

```
88
Properties=species:S:1:pos:R:3:forces:R:3
C -0.554 2.679 4.029 -0.03 0.14 -0.31
C -0.098 4.157 3.537 -0.60 -0.66 -0.29
C 0.398 4.121 1.997 0.67 0.47 1.47
O -0.589 3.403 1.213 1.60 0.55 -0.58
C -0.263 3.441 -0.199 -1.74 -0.04 -0.65
C -0.723 2.031 -0.815 1.86 -3.27 -1.14
C -2.231 1.704 -1.246 2.38 -3.55 -0.81
C -3.341 2.843 -1.103 1.05 -1.13 1.51
Br -3.576 3.736 -2.893 -0.07 -0.59 0.99
C -4.724 2.372 -0.441 -1.38 2.02 -1.05
C -5.595 3.738 -0.177 0.43 -0.69 -0.92
Br -4.486 1.493 1.328 0.26 0.36 -1.09
C -2.473 0.270 -1.808 0.76 1.62 0.51
C -3.919 -0.207 -2.265 -3.15 -1.30 -0.35
C -4.497 -0.076 -3.721 -1.58 -1.60 3.73
C -5.933 -0.626 -3.952 1.68 0.31 1.22
N -6.792 -1.277 -3.007 4.65 1.93 1.22
C -6.243 -1.382 -1.688 1.81 0.90 -0.17
C -4.856 -0.891 -1.185 -0.30 0.82 -4.62
C -1.305 -0.807 -1.954 1.06 -0.64 -0.21
N -1.428 -2.164 -2.498 2.37 3.59 2.07
S 0.128 -2.863 -2.419 -1.05 4.03 1.09
N 1.088 -1.577 -1.764 -4.11 1.77 -0.06
C 0.183 -0.480 -1.538 -1.63 -0.59 -0.62
C 0.419 0.964 -0.975 -2.14 0.96 -0.69
C 1.948 1.325 -0.558 -1.84 -1.22 3.47
O 2.256 1.122 0.640 -0.17 1.19 -4.91
C 2.902 1.950 -1.692 -0.81 1.96 0.38
F 2.133 2.039 -2.894 2.23 -0.48 2.28
F 3.172 3.320 -1.302 -0.71 -3.14 -0.85
C 4.326 1.223 -1.871 2.26 0.33 0.97
F 5.337 2.251 -1.771 -2.40 -2.74 -0.53
F 4.638 0.298 -0.814 -1.27 2.21 -2.54
C 4.514 0.424 -3.253 0.76 -2.44 -0.34
F 5.778 -0.285 -3.142 -2.80 1.79 -0.29
F 3.525 -0.616 -3.403 2.27 3.00 0.52
C 4.645 1.342 -4.559 0.95 3.10 -3.69
O 5.349 2.370 -4.679 -2.39 -4.15 1.60
O 3.916 0.908 -5.719 1.24 -0.14 2.76
H 0.093 1.873 3.509 -1.03 1.28 1.00
H -0.480 2.557 5.177 -0.06 0.23 -2.01
H -1.647 2.493 3.721 1.72 0.20 0.45
H -1.013 4.851 3.593 1.44 -0.87 0.03
H 0.719 4.533 4.254 -1.09 -0.35 -1.42
H 1.436 3.600 1.983 -1.68 0.60 -0.25
H 0.540 5.192 1.586 -0.29 -1.53 0.59
H 0.819 3.729 -0.434 -1.35 -0.78 0.48
H -0.924 4.278 -0.661 1.16 -1.30 0.45
H -2.920 3.676 -0.415 -0.64 -1.54 -1.24
H -5.379 1.738 -1.143 1.50 0.55 1.35
H -6.244 3.644 0.764 1.07 0.27 -1.55
H -4.855 4.609 -0.152 -1.25 -1.05 0.37
H -6.234 3.872 -1.127 0.79 -0.04 1.63
H -3.859 0.406 -4.533 -1.20 -0.78 1.18
H -6.358 -0.491 -5.020 0.68 -0.37 2.05
H -6.913 -1.893 -0.895 1.21 0.91 -1.59
H -4.442 -0.993 -0.128 -1.05 -0.07 -1.67
H 4.250 1.381 -6.516 -0.03 0.01 1.07
C 7.870 -2.424 0.938 0.11 0.05 -0.01
S 6.639 -3.659 0.465 0.14 -0.24 0.06
O 7.252 -5.005 0.675 -0.11 0.47 -0.13
C 6.691 -3.303 -1.302 0.06 0.02 -0.14
H 8.027 -2.489 2.016 -0.09 -0.08 -0.09
H 8.811 -2.620 0.422 -0.08 -0.07 -0.01
H 7.502 -1.428 0.686 -0.05 -0.06 0.00
H 7.705 -3.441 -1.683 -0.02 -0.03 0.11
H 6.360 -2.277 -1.474 -0.02 -0.04 0.05
H 6.016 -3.990 -1.814 0.03 0.02 0.15
C -2.738 -4.911 -0.509 0.05 -0.07 0.14
S -4.371 -4.221 -0.857 -0.01 0.01 0.06
O -4.916 -3.690 0.430 0.16 -0.24 -0.29
C -5.178 -5.805 -1.176 -0.05 -0.12 0.11
H -2.067 -4.093 -0.243 -0.15 0.01 -0.05
H -2.800 -5.615 0.324 -0.08 0.05 -0.02
H -2.358 -5.416 -1.399 -0.07 0.06 -0.01
H -5.088 -6.453 -0.301 0.02 0.09 0.00
H -4.718 -6.280 -2.044 0.01 0.09 0.02
H -6.233 -5.620 -1.382 0.12 0.10 0.02
C 1.830 -0.222 7.522 -0.02 -0.06 0.10
S 1.496 -0.026 5.757 -0.32 -0.05 -0.04
O 0.013 -0.063 5.576 0.51 -0.16 0.19
C 2.142 -1.639 5.266 -0.01 -0.13 -0.01
H 1.468 0.666 8.042 0.00 -0.04 -0.15
H 1.312 -1.103 7.904 -0.02 0.04 -0.10
H 2.906 -0.320 7.680 -0.04 0.03 -0.06
H 1.604 -2.432 5.789 -0.03 0.11 0.01
H 3.207 -1.692 5.498 -0.04 0.06 -0.01
H 2.001 -1.754 4.190 -0.03 0.13 0.09
```
Forces are in eV/Å.